Below is an isolated molecule of C4H7NO, with properties calculated with the ωB97M-V functional and the def2-TZVPD basis.

```
13
Properties=species:S:1:pos:R:3:forces:R:3:lowdin_charge:R:1
O 1.456 1.991 0.231 0.14 -0.44 0.04 0.054
N 1.140 -0.284 -0.097 0.20 0.23 0.12 -0.031
C -0.216 -0.838 -0.084 -0.23 -0.08 0.04 -0.284
C 0.364 -0.224 -1.313 -0.08 0.04 -0.23 -0.088
C -1.355 -0.081 0.574 0.14 -0.03 0.04 -0.054
C 1.431 0.858 0.647 -0.12 0.27 -0.12 -0.332
H 1.681 0.597 1.691 -0.08 0.10 -0.07 0.136
H -1.160 0.998 0.544 -0.03 -0.17 0.00 0.079
H -0.202 -1.922 0.027 -0.23 0.19 -0.15 0.133
H -0.027 0.754 -1.598 0.07 -0.19 0.06 0.117
H -1.509 -0.373 1.615 0.05 -0.01 -0.06 0.076
H -2.287 -0.260 0.029 0.14 -0.06 0.07 0.082
H 0.706 -0.850 -2.136 0.04 0.14 0.24 0.110
```
Forces are in eV/Å.

Results
gap between HOMO and LUMO	10.91	eV
2S+1	1
E_LUMO	1.02	eV
calculated total energy	-7797.8860	eV
SMILES	C[C@H]1CN1C=O
HOMO	-9.9	eV